Record 1
7
Properties=species:S:1:pos:R:3:forces:R:3:lowdin_charge:R:1 method="wB97M-V/def2-TZVPD" total_energy_ev=-5657.262 orbital_gap_ev=9.908 homo_ha=-0.34235
C 0.88654 -0.35391 0.13121 1.4 -0.1 0.1 0.016
C -1.11781 -0.36029 0.02142 -1.6 0.0 0.0 -0.370
N 1.65297 0.50031 -0.02224 0.2 0.0 0.0 0.171
O -1.34778 0.83267 0.00172 -0.2 0.2 0.0 -0.073
H -1.06765 -0.95463 -0.90465 0.0 -0.1 0.0 0.079
H -1.24410 -0.95775 0.93753 0.1 -0.1 0.0 0.080
H 2.23783 1.29359 -0.16500 0.0 0.1 0.0 0.098

***

Record 2
15
Properties=species:S:1:pos:R:3:forces:R:3:lowdin_charge:R:1 method="wB97M-V/def2-TZVPD" total_energy_ev=-9405.691 orbital_gap_ev=9.813 homo_ha=-0.32410
C -1.92731 -0.23502 -0.09007 0.0 -0.1 0.0 -0.018
C -0.68935 0.60011 0.06922 -0.5 0.0 -0.3 -0.266
O -0.17088 0.61624 1.42890 -0.3 0.5 0.1 -0.010
C 1.08505 0.39912 0.89568 -0.1 0.8 0.0 -0.220
C 1.21337 -1.02314 0.14275 -0.3 0.2 1.0 0.035
C 0.69652 0.19619 -0.49743 0.0 0.3 0.4 -0.447
O 1.11721 0.79470 -1.67108 0.2 -0.1 -0.2 0.047
H -1.72363 -1.29187 0.10463 0.0 0.1 0.0 0.079
H -2.69024 0.10503 0.61758 0.1 0.0 -0.1 0.088
H -2.31666 -0.12405 -1.10591 0.0 -0.1 0.1 0.089
H -0.85600 1.64714 -0.19914 0.0 -0.1 -0.2 0.159
H 1.97090 0.95457 1.20380 -0.2 -0.4 0.5 0.166
H 2.03573 -0.95426 0.86831 1.3 -1.1 -1.4 0.103
H 0.49875 -1.78155 0.43576 0.0 0.0 0.2 0.091
H 1.78150 0.21511 -2.05922 -0.1 0.0 0.0 0.104

***

Record 3
7
Properties=species:S:1:pos:R:3:forces:R:3:lowdin_charge:R:1 method="wB97M-V/def2-TZVPD" total_energy_ev=-24264.601 orbital_gap_ev="6.214 / 9.082" homo_ha="-0.28197 / -0.34588"
O 2.14924 0.51435 0.21283 -0.2 0.6 -0.2 -0.490
O -1.11604 0.33376 0.19815 0.9 0.2 0.5 -0.779
P 1.33675 -0.81292 -0.30586 0.0 -0.1 -0.3 0.773
S -2.50811 -0.20962 -0.00269 0.1 -0.8 1.7 0.791
H 1.58362 1.29117 0.11038 0.2 0.2 0.0 0.023
H 1.25910 -1.32949 0.98144 -0.2 -0.7 0.5 -0.156
H -2.70456 0.21274 -1.19425 -0.8 0.6 -2.2 -0.162

***

For the records above, the corresponding energy above the lowest of the compared OMol25 structures with the same formula, charge and spin values read 255.0; 399.5; 460.9 kJ/mol.